{
  "formula": "C12H20BCl10F10HgNO4S2",
  "method": "wB97M-V/def2-TZVPD",
  "orbital_gap_ev": 5.1,
  "energy_ev": -201371.266,
  "total_charge": 0,
  "species": ["Hg", "B", "F", "F", "F", "F", "C", "F", "F", "F", "S", "O", "O", "N", "S", "O", "O", "C", "F", "F", "F", "Cl", "C", "C", "Cl", "H", "H", "H", "H", "Cl", "C", "C", "Cl", "H", "H", "H", "H", "Cl", "C", "C", "Cl", "H", "H", "H", "H", "Cl", "C", "C", "Cl", "H", "H", "H", "H", "Cl", "C", "C", "Cl", "H", "H", "H", "H"],
  "coordinates": [[-1.330, 1.828, 1.512], [-3.639, 3.925, -0.011], [-3.762, 4.062, -1.397], [-3.038, 5.061, 0.540], [-4.890, 3.703, 0.561], [-2.814, 2.771, 0.241], [-1.585, 0.016, -2.093], [-0.546, 0.659, -2.569], [-2.607, 0.838, -2.082], [-1.881, -1.046, -2.773], [-1.245, -0.455, -0.267], [-2.404, 0.033, 0.481], [-1.019, -1.868, -0.184], [-0.041, 0.662, 0.260], [1.334, -0.155, 0.055], [1.691, -0.858, 1.276], [1.392, -0.877, -1.195], [2.622, 1.216, -0.046], [2.249, 2.073, -1.003], [2.627, 1.895, 1.093], [3.804, 0.735, -0.318], [4.805, 4.224, 0.198], [4.780, 4.193, -1.570], [5.902, 3.341, -2.113], [7.515, 3.895, -1.615], [4.762, 5.226, -1.910], [3.842, 3.749, -1.904], [5.933, 3.297, -3.197], [5.765, 2.353, -1.675], [5.873, 1.705, 3.705], [6.504, 1.777, 2.052], [7.854, 1.078, 1.976], [7.846, -0.585, 2.665], [6.681, 2.829, 1.841], [5.747, 1.384, 1.380], [8.547, 1.647, 2.597], [8.349, 1.027, 1.009], [-0.529, -5.722, 1.474], [-0.074, -4.940, 3.015], [-0.228, -3.438, 2.952], [-1.959, -3.007, 2.741], [0.956, -5.182, 3.275], [-0.689, -5.342, 3.817], [0.312, -2.975, 2.131], [0.102, -3.003, 3.894], [-8.023, -0.557, -2.280], [-6.305, -0.407, -1.777], [-6.004, 0.908, -1.102], [-6.779, 0.972, 0.512], [-5.698, -0.423, -2.685], [-6.060, -1.274, -1.175], [-6.234, 1.797, -1.685], [-4.929, 0.996, -0.931], [-6.054, -3.986, -1.920], [-4.629, -4.788, -1.236], [-3.558, -3.821, -0.723], [-4.236, -2.501, 0.263], [-4.193, -5.430, -2.000], [-4.933, -5.450, -0.427], [-3.007, -3.400, -1.560], [-2.873, -4.386, -0.093]]
}

---

{
  "formula": "C12H20BN4PtS3",
  "method": "wB97M-V/def2-TZVPD",
  "spin_multiplicity": 5,
  "s_squared": 6.043,
  "e_above_lowest_kcal_mol": 0.0,
  "orbital_gap_ev": [7.8, 5.5],
  "energy_ev": -55126.600,
  "total_charge": 3,
  "species": ["Pt", "C", "C", "S", "C", "C", "S", "C", "C", "S", "H", "H", "H", "H", "H", "H", "H", "H", "H", "H", "H", "H", "B", "N", "C", "C", "C", "N", "N", "C", "C", "C", "N", "H", "H", "H", "H", "H", "H", "H", "H"],
  "coordinates": [[-0.092, 0.074, -0.120], [-0.132, -2.298, -2.629], [-1.176, -2.665, -1.590], [-0.776, -2.250, 0.121], [0.759, -3.138, 0.505], [2.071, -2.565, -0.005], [2.209, -0.763, 0.214], [2.898, -0.168, -1.355], [2.196, -0.659, -2.613], [0.379, -0.550, -2.542], [-0.551, -2.448, -3.624], [0.755, -2.920, -2.550], [-1.379, -3.736, -1.612], [-2.125, -2.156, -1.767], [0.634, -4.160, 0.140], [0.749, -3.203, 1.594], [2.254, -2.799, -1.048], [2.887, -3.007, 0.568], [3.957, -0.428, -1.378], [2.836, 0.916, -1.258], [2.447, -1.689, -2.857], [2.519, -0.049, -3.456], [-1.691, 2.778, 1.888], [-0.955, 1.650, 2.622], [-0.934, 1.535, 3.962], [-0.086, 0.426, 4.320], [0.352, -0.053, 3.133], [-0.207, 0.663, 2.081], [-1.707, 2.811, 0.432], [-2.333, 3.850, -0.273], [-2.178, 3.623, -1.592], [-1.440, 2.416, -1.660], [-1.154, 1.933, -0.442], [-2.850, 2.947, 2.330], [-1.332, 3.909, 2.307], [-1.501, 2.212, 4.593], [0.136, 0.070, 5.316], [1.033, -0.867, 2.943], [-2.833, 4.649, 0.257], [-2.535, 4.224, -2.414], [-1.106, 1.887, -2.542]]
}

---

{
  "formula": "C12H20BrClFN4O5P2",
  "method": "wB97M-V/def2-TZVPD",
  "orbital_gap_ev": 9.5,
  "energy_ev": -132820.940,
  "total_charge": 1,
  "species": ["C", "C", "C", "C", "C", "C", "N", "C", "C", "O", "F", "C", "N", "C", "C", "C", "O", "Br", "N", "P", "P", "O", "O", "O", "N", "Cl", "H", "H", "H", "H", "H", "H", "H", "H", "H", "H", "H", "H", "H", "H", "H", "H", "H", "H", "H", "H"],
  "coordinates": [[-1.284, -2.834, 3.814], [-2.551, -3.264, 3.068], [-2.703, -2.573, 1.721], [-1.677, -3.014, 0.680], [-1.936, -2.332, -0.676], [-1.419, -0.902, -0.735], [-0.040, -0.751, -1.264], [0.861, -1.883, -1.456], [1.864, -1.941, -0.322], [1.588, -1.850, 0.821], [3.115, -2.084, -0.736], [0.506, 0.430, -1.506], [1.768, 0.586, -1.934], [1.990, 1.883, -2.058], [3.301, 2.401, -2.515], [4.458, 1.910, -1.663], [5.513, 1.692, -2.104], [4.070, 1.761, 0.222], [0.906, 2.619, -1.716], [0.878, 4.377, -1.741], [0.256, 5.060, 0.256], [0.954, 6.309, 0.515], [-1.325, 5.188, 0.256], [0.549, 3.863, 1.253], [-0.050, 1.672, -1.360], [-1.556, 2.212, -0.861], [-0.409, -2.948, 3.182], [-1.373, -1.793, 4.115], [-1.170, -3.427, 4.716], [-3.398, -2.955, 3.681], [-2.612, -4.345, 2.971], [-2.675, -1.490, 1.859], [-3.684, -2.813, 1.308], [-0.668, -2.773, 1.003], [-1.770, -4.089, 0.545], [-3.016, -2.266, -0.796], [-1.595, -2.941, -1.506], [-2.078, -0.322, -1.374], [-1.446, -0.474, 0.264], [1.408, -1.791, -2.388], [0.308, -2.810, -1.500], [3.316, 3.485, -2.583], [3.478, 2.021, -3.520], [-0.254, 4.620, -2.537], [-1.745, 4.531, 0.827], [1.349, 4.042, 1.771]]
}

---

{
  "formula": "C12H20Cl2MnN2Se",
  "method": "wB97M-V/def2-TZVPD",
  "spin_multiplicity": 5,
  "s_squared": 6.143,
  "e_above_lowest_kcal_mol": 0.0,
  "orbital_gap_ev": [3.7, 5.8],
  "energy_ev": -137459.244,
  "total_charge": -1,
  "species": ["Mn", "Cl", "Cl", "C", "H", "H", "C", "C", "H", "C", "H", "C", "H", "H", "C", "H", "H", "C", "H", "H", "H", "H", "C", "N", "C", "C", "N", "C", "C", "Se", "H", "H", "H", "H", "H", "H", "H", "H"],
  "coordinates": [[0.724, -0.227, -0.613], [-0.397, -2.046, -1.379], [1.348, 1.811, 0.248], [1.579, -1.234, 0.846], [2.466, -0.587, 0.993], [1.872, -2.311, 0.824], [-0.978, 1.340, -2.171], [0.239, 1.028, -2.582], [-1.089, 1.988, -1.305], [0.493, 0.107, -3.760], [1.155, 1.541, -2.223], [-0.764, -0.154, -4.605], [1.297, 0.560, -4.371], [0.832, -0.866, -3.359], [-2.076, -0.216, -3.785], [-0.861, 0.661, -5.334], [-0.628, -1.060, -5.214], [-2.238, 1.000, -2.867], [-2.914, -0.222, -4.496], [-2.089, -1.124, -3.165], [-2.604, 1.850, -3.464], [-3.045, 0.886, -2.132], [2.640, -0.733, 3.777], [1.504, 0.148, 3.980], [1.407, 1.216, 4.871], [0.147, 1.700, 4.784], [-0.540, 0.890, 3.900], [-1.883, 1.096, 3.415], [0.316, -0.012, 3.349], [-0.105, -1.105, 1.868], [3.512, -0.312, 4.272], [2.848, -0.822, 2.721], [2.440, -1.725, 4.186], [2.229, 1.497, 5.495], [-0.331, 2.526, 5.252], [-2.560, 1.228, 4.251], [-1.923, 1.959, 2.753], [-2.179, 0.214, 2.853]]
}

---

{
  "formula": "C12H20ClI2OP2Tl",
  "method": "wB97M-V/def2-TZVPD",
  "e_above_lowest_kcal_mol": 33.8,
  "orbital_gap_ev": [3.8, 3.8],
  "energy_ev": -66791.977,
  "total_charge": 2,
  "species": ["I", "I", "Tl", "P", "C", "C", "H", "H", "H", "C", "H", "H", "H", "H", "H", "H", "C", "O", "Cl", "C", "P", "C", "C", "C", "C", "C", "C", "C", "H", "H", "H", "H", "H", "H", "H", "H", "H", "H", "H"],
  "coordinates": [[4.474, 1.910, -2.014], [5.309, -0.678, -2.179], [1.668, 1.921, -1.160], [-0.687, 0.323, -2.878], [0.367, 0.333, -4.364], [-1.782, -1.102, -3.341], [-2.740, 1.654, -2.677], [-2.301, 1.328, -4.413], [-1.436, 2.587, -3.454], [-1.935, 1.616, -3.421], [-2.566, -1.246, -2.591], [-2.244, -0.921, -4.316], [-0.286, 0.368, -5.238], [0.978, -0.560, -4.357], [-1.226, -2.037, -3.379], [1.006, 1.206, -4.321], [2.107, -0.642, -1.054], [2.482, -0.742, -2.136], [-1.645, 0.547, -0.679], [2.538, -0.898, 2.435], [1.009, -0.580, 1.440], [0.372, -2.296, 1.149], [-0.105, 0.068, 2.751], [-1.290, -0.614, 3.145], [-2.173, 0.035, 4.056], [-1.849, 1.298, 4.570], [-0.696, 1.935, 4.188], [0.194, 1.318, 3.293], [3.325, -1.341, 1.834], [2.173, -1.586, 3.185], [2.852, 0.068, 2.855], [0.306, -2.800, 2.138], [-0.609, -2.094, 0.670], [1.076, -2.805, 0.466], [-1.575, -1.586, 2.682], [-3.119, -0.482, 4.293], [-2.550, 1.738, 5.293], [-0.488, 2.909, 4.565], [1.066, 1.847, 2.965]]
}

---

{
  "formula": "C12H20F6PtSb4Se4",
  "method": "wB97M-V/def2-TZVPD",
  "spin_multiplicity": 4,
  "s_squared": 3.768,
  "e_above_lowest_kcal_mol": 63.0,
  "orbital_gap_ev": [6.9, 4.9],
  "energy_ev": -319860.223,
  "total_charge": -1,
  "species": ["Pt", "Se", "Sb", "Se", "Se", "Se", "C", "Sb", "C", "C", "C", "C", "C", "C", "C", "C", "C", "Sb", "C", "C", "H", "H", "H", "H", "H", "H", "H", "H", "H", "H", "H", "H", "H", "H", "H", "H", "H", "H", "H", "H", "F", "Sb", "F", "F", "F", "F", "F"],
  "coordinates": [[2.131, -1.964, 1.624], [0.437, -4.629, 5.196], [-0.140, -2.518, 4.290], [2.038, -1.155, 3.776], [-0.067, -2.721, 1.673], [-1.835, -1.210, 5.324], [1.783, -2.269, -2.821], [1.071, -1.222, -1.133], [-0.976, -1.855, -1.478], [0.959, 0.808, -1.885], [-0.461, 1.206, -2.144], [-1.018, 0.958, -3.400], [-2.349, 1.222, -3.676], [-3.158, 1.750, -2.679], [-2.612, 2.022, -1.435], [-1.271, 1.765, -1.147], [-0.734, 2.105, 0.212], [-0.741, 0.531, 1.690], [-0.174, 1.767, 3.303], [-2.869, 0.481, 1.953], [1.118, -2.058, -3.661], [1.778, -3.331, -2.589], [2.796, -1.938, -3.037], [-1.204, -1.579, -2.510], [-1.691, -1.377, -0.812], [-1.023, -2.937, -1.371], [1.532, 0.724, -2.810], [1.505, 1.390, -1.149], [-0.381, 0.541, -4.173], [-2.751, 1.017, -4.661], [-4.202, 1.962, -2.872], [-3.235, 2.455, -0.660], [-1.343, 2.885, 0.676], [0.311, 2.408, 0.200], [-0.822, 2.646, 3.283], [0.862, 2.044, 3.125], [-0.293, 1.239, 4.246], [-3.204, 1.514, 2.075], [-3.100, -0.092, 2.848], [-3.347, 0.039, 1.079], [1.655, 0.789, 1.150], [4.156, -0.424, 1.108], [5.943, -0.903, 0.793], [2.465, -3.079, -0.043], [3.402, -0.559, -0.844], [4.627, 0.228, 2.837], [4.433, 1.327, 0.528]]
}

---

{
  "formula": "C12H20I2N3O2Ti",
  "method": "wB97M-V/def2-TZVPD",
  "e_above_lowest_kcal_mol": 0.0,
  "orbital_gap_ev": 7.1,
  "energy_ev": -60623.727,
  "total_charge": 3,
  "species": ["Ti", "C", "N", "C", "C", "C", "N", "C", "C", "H", "H", "H", "H", "H", "H", "H", "H", "H", "H", "H", "H", "H", "H", "H", "H", "O", "C", "O", "C", "C", "C", "C", "C", "N", "H", "H", "H", "H", "I", "I"],
  "coordinates": [[0.209, -0.076, 0.917], [2.232, -0.342, -1.327], [2.168, 0.036, 0.120], [3.214, -0.718, 0.887], [2.463, 1.508, 0.314], [1.401, 2.343, -0.363], [0.051, 1.856, 0.067], [-0.941, 2.045, -1.041], [-0.414, 2.616, 1.281], [3.165, 0.025, -1.757], [1.393, 0.083, -1.878], [2.197, -1.423, -1.423], [4.195, -0.484, 0.470], [3.055, -1.787, 0.819], [3.208, -0.407, 1.933], [3.449, 1.722, -0.105], [2.510, 1.715, 1.388], [1.476, 2.260, -1.445], [1.524, 3.395, -0.104], [-0.910, 3.090, -1.353], [-1.935, 1.799, -0.682], [-0.669, 1.412, -1.884], [-0.610, 3.649, 0.986], [0.350, 2.619, 2.059], [-1.346, 2.193, 1.654], [-3.540, -1.102, 0.235], [-2.386, -1.229, 0.310], [-1.519, -0.147, 0.747], [-1.485, -2.379, 0.076], [-1.983, -3.611, -0.261], [-1.085, -4.674, -0.387], [0.258, -4.437, -0.164], [0.682, -3.155, 0.153], [-0.162, -2.116, 0.271], [-3.049, -3.732, -0.410], [-1.440, -5.664, -0.644], [0.991, -5.230, -0.233], [1.731, -2.967, 0.305], [0.538, -0.235, 3.687], [-1.843, -0.264, 4.870]]
}

---

{
  "formula": "C12H20N4O3",
  "method": "wB97M-V/def2-TZVPD",
  "e_above_lowest_kcal_mol": 139.5,
  "orbital_gap_ev": 9.3,
  "energy_ev": -24867.247,
  "total_charge": 0,
  "species": ["C", "C", "C", "C", "C", "N", "C", "O", "C", "N", "C", "C", "C", "N", "C", "N", "C", "O", "O", "H", "H", "H", "H", "H", "H", "H", "H", "H", "H", "H", "H", "H", "H", "H", "H", "H", "H", "H", "H"],
  "coordinates": [[0.737, 3.298, 0.327], [-0.167, 1.958, 0.845], [-1.384, 1.433, -0.011], [-2.485, 2.635, 0.001], [-1.779, 0.028, 0.626], [-0.837, -0.654, 1.363], [-0.096, -1.794, 0.958], [0.167, -2.550, 1.948], [0.235, -1.877, -0.496], [-0.253, -0.905, -1.444], [1.737, -2.171, -0.734], [2.581, -0.833, -0.634], [3.331, -0.410, 0.547], [3.468, 0.951, 0.374], [2.808, 1.423, -0.748], [2.327, 0.327, -1.290], [-2.759, -0.737, -0.319], [-2.809, -1.904, -0.535], [-3.614, 0.330, -0.672], [1.023, 2.963, -0.727], [0.184, 4.210, 0.300], [1.662, 3.280, 0.967], [-0.596, 1.871, 1.923], [0.768, 1.341, 0.823], [-0.918, 1.354, -1.080], [-1.799, 3.336, -0.493], [-3.313, 2.501, -0.515], [-2.559, 3.224, 0.961], [-2.656, 0.387, 1.347], [-1.039, -0.883, 2.291], [-0.149, -2.770, -0.876], [-0.385, -1.268, -2.452], [0.438, -0.196, -1.616], [1.699, -2.310, -1.852], [2.211, -3.010, -0.235], [3.760, -0.937, 1.372], [3.694, 1.619, 1.183], [3.005, 2.362, -1.112], [-4.485, 0.161, -1.328]]
}

---

Please write out number 4 again, unchanged.
{
  "formula": "C12H20Cl2MnN2Se",
  "method": "wB97M-V/def2-TZVPD",
  "spin_multiplicity": 5,
  "s_squared": 6.143,
  "e_above_lowest_kcal_mol": 0.0,
  "orbital_gap_ev": [3.7, 5.8],
  "energy_ev": -137459.244,
  "total_charge": -1,
  "species": ["Mn", "Cl", "Cl", "C", "H", "H", "C", "C", "H", "C", "H", "C", "H", "H", "C", "H", "H", "C", "H", "H", "H", "H", "C", "N", "C", "C", "N", "C", "C", "Se", "H", "H", "H", "H", "H", "H", "H", "H"],
  "coordinates": [[0.724, -0.227, -0.613], [-0.397, -2.046, -1.379], [1.348, 1.811, 0.248], [1.579, -1.234, 0.846], [2.466, -0.587, 0.993], [1.872, -2.311, 0.824], [-0.978, 1.340, -2.171], [0.239, 1.028, -2.582], [-1.089, 1.988, -1.305], [0.493, 0.107, -3.760], [1.155, 1.541, -2.223], [-0.764, -0.154, -4.605], [1.297, 0.560, -4.371], [0.832, -0.866, -3.359], [-2.076, -0.216, -3.785], [-0.861, 0.661, -5.334], [-0.628, -1.060, -5.214], [-2.238, 1.000, -2.867], [-2.914, -0.222, -4.496], [-2.089, -1.124, -3.165], [-2.604, 1.850, -3.464], [-3.045, 0.886, -2.132], [2.640, -0.733, 3.777], [1.504, 0.148, 3.980], [1.407, 1.216, 4.871], [0.147, 1.700, 4.784], [-0.540, 0.890, 3.900], [-1.883, 1.096, 3.415], [0.316, -0.012, 3.349], [-0.105, -1.105, 1.868], [3.512, -0.312, 4.272], [2.848, -0.822, 2.721], [2.440, -1.725, 4.186], [2.229, 1.497, 5.495], [-0.331, 2.526, 5.252], [-2.560, 1.228, 4.251], [-1.923, 1.959, 2.753], [-2.179, 0.214, 2.853]]
}